(1)
{
  "formula": "C2H3NO2",
  "method": "wB97M-V/def2-TZVPD",
  "elements": ["O", "O", "N", "C", "C", "H", "H", "H"],
  "positions_angstrom": [[2.350, -0.413, -0.088], [0.203, 1.505, -0.061], [-0.013, -0.694, -0.181], [-0.778, 0.533, 0.039], [1.211, -0.367, -0.058], [-0.322, -1.538, 0.187], [-1.349, 0.549, -0.829], [-1.302, 0.425, 0.990]],
  "mulliken_charge": [-0.262, -0.707, -0.163, -0.261, 0.578, 0.255, 0.285, 0.274],
  "relative_energy_kj_mol": 282.90,
  "homo_ev": -8.94,
  "charge": 0
}

***

(2)
{
  "formula": "CH8N2",
  "method": "wB97M-V/def2-TZVPD",
  "elements": ["N", "N", "C", "H", "H", "H", "H", "H", "H", "H", "H"],
  "positions_angstrom": [[1.199, -0.206, 0.876], [-2.367, -0.499, -0.519], [1.387, 0.691, -0.267], [0.572, 1.392, -0.341], [1.522, 0.191, -1.227], [2.072, -0.681, 1.066], [-2.852, -0.389, 0.354], [2.290, 1.271, -0.090], [0.521, -0.933, 0.687], [-1.368, -0.510, -0.399], [-2.602, 0.225, -1.175]],
  "mulliken_charge": [-0.543, -0.682, -0.769, 0.285, 0.267, 0.232, 0.230, 0.342, 0.194, 0.219, 0.226],
  "smiles": "CN.N",
  "relative_energy_kj_mol": 4.29,
  "homo_ev": -9.49,
  "charge": 0
}

***

(3)
{
  "formula": "C26H31BrN3O4Re",
  "method": "wB97M-V/def2-TZVPD",
  "elements": ["Re", "Br", "O", "O", "O", "O", "N", "N", "N", "C", "C", "C", "C", "C", "C", "C", "C", "C", "C", "C", "C", "C", "C", "C", "C", "C", "C", "C", "C", "C", "C", "C", "C", "C", "C", "H", "H", "H", "H", "H", "H", "H", "H", "H", "H", "H", "H", "H", "H", "H", "H", "H", "H", "H", "H", "H", "H", "H", "H", "H", "H", "H", "H", "H", "H", "H"],
  "positions_angstrom": [[-0.076, -1.536, -0.239], [-1.315, -1.998, 2.003], [1.531, -2.558, 0.851], [-0.052, -3.550, -0.976], [-0.983, 3.297, -2.656], [-1.336, -0.803, -1.437], [-0.368, 0.336, 0.499], [-0.908, 1.268, -0.401], [1.448, -1.379, -1.786], [1.843, -0.104, -2.410], [-0.447, 0.644, 1.781], [-0.139, 2.024, 7.002], [-2.100, 2.554, -2.894], [-4.438, 1.155, -3.461], [-4.259, 2.455, -3.924], [1.818, -3.926, 0.453], [0.748, 2.963, 6.476], [2.380, 0.892, -1.612], [1.635, 0.071, -3.767], [2.541, -1.966, 1.716], [-3.098, 3.151, -3.645], [-3.443, 0.554, -2.724], [-2.265, 1.247, -2.433], [-1.254, -4.069, -1.657], [-0.591, -0.234, 4.133], [1.960, 1.295, -4.337], [-0.535, 0.959, 6.229], [0.855, 1.785, 4.390], [2.488, 2.311, -3.552], [-1.138, 0.604, -1.694], [1.254, 2.835, 5.177], [0.528, -4.517, -0.053], [-0.593, -0.347, 2.757], [2.708, 2.108, -2.195], [-0.074, 0.836, 4.892], [1.225, -0.725, -4.379], [0.716, -5.448, -0.588], [-0.504, 2.128, 8.014], [2.244, -0.935, 1.893], [2.288, -1.790, -1.376], [3.512, -2.002, 1.224], [1.809, 1.448, -5.397], [3.144, 2.894, -1.593], [-5.349, 0.617, -3.683], [1.978, 3.549, 4.810], [-1.801, 1.593, -0.029], [2.745, 3.260, -4.003], [-3.566, -0.464, -2.378], [-5.037, 2.927, -4.508], [-0.223, 0.700, -2.273], [-1.067, -1.033, 4.696], [1.172, -2.026, -2.526], [-1.625, -3.269, -2.292], [-1.223, 0.222, 6.626], [1.305, 1.649, 3.415], [-0.955, -4.930, -2.250], [2.548, 0.727, -0.552], [2.599, -3.918, -0.311], [-1.996, -4.350, -0.911], [2.175, -4.486, 1.318], [-0.384, 2.880, -2.028], [2.569, -2.518, 2.654], [-0.565, 1.688, 2.064], [-0.184, -4.700, 0.754], [1.074, 3.791, 7.093], [-2.943, 4.164, -3.993]],
  "mulliken_charge": [1.336, -0.167, -0.025, -0.368, -0.538, -0.503, 0.195, -0.383, -0.417, -0.280, -0.622, -0.693, 0.739, -0.762, -0.491, -0.652, -0.362, 0.067, -0.134, -0.790, -0.565, -0.386, 0.504, -0.764, -0.676, -0.688, -0.601, -0.159, -0.596, 1.039, -0.814, -0.573, 0.371, -0.950, 0.951, 0.443, 0.446, 0.425, 0.185, 0.462, 0.375, 0.455, 0.454, 0.488, 0.423, 0.350, 0.458, 0.485, 0.452, -0.554, 0.357, 0.311, 0.240, 0.372, 0.441, 0.309, 0.409, 0.373, 0.355, 0.474, 0.278, 0.276, 0.919, 0.352, 0.413, 0.530],
  "spin_multiplicity": 4,
  "relative_energy_kj_mol": 80.48,
  "homo_ev": [-15.71, -15.77],
  "s2": 3.7893,
  "charge": 3
}

***

(4)
{
  "formula": "C41H48Cl4N4O8PS2V",
  "method": "wB97M-V/def2-TZVPD",
  "elements": ["V", "Cl", "Cl", "Cl", "Cl", "S", "S", "P", "O", "O", "O", "O", "O", "O", "O", "O", "N", "N", "N", "N", "C", "C", "C", "C", "C", "C", "C", "C", "C", "C", "C", "C", "C", "C", "C", "C", "C", "C", "C", "C", "C", "C", "C", "C", "C", "C", "C", "C", "C", "C", "C", "C", "C", "C", "C", "C", "C", "C", "C", "C", "C", "H", "H", "H", "H", "H", "H", "H", "H", "H", "H", "H", "H", "H", "H", "H", "H", "H", "H", "H", "H", "H", "H", "H", "H", "H", "H", "H", "H", "H", "H", "H", "H", "H", "H", "H", "H", "H", "H", "H", "H", "H", "H", "H", "H", "H", "H", "H", "H"],
  "positions_angstrom": [[0.128, -1.236, -0.409], [-3.776, -2.054, 3.653], [-3.283, -2.959, 0.803], [-1.684, -3.805, 3.081], [2.900, 1.539, 4.957], [0.948, -4.008, -1.326], [1.751, -1.214, -3.386], [-1.131, 0.890, -1.135], [-1.107, -0.688, 3.143], [1.265, -0.194, -4.254], [1.191, -0.940, -2.002], [2.181, -3.453, -0.845], [3.166, -1.428, -3.307], [-0.863, -1.378, 1.129], [-0.177, -2.882, -0.906], [0.454, -5.241, -0.846], [1.921, -1.126, 0.546], [5.461, -4.227, 7.966], [-0.071, 3.596, 3.275], [3.356, -1.723, 2.047], [1.388, 2.390, 4.770], [0.404, -5.133, -3.662], [5.026, -3.740, 7.020], [-2.252, -1.321, -4.495], [3.222, -0.878, 0.040], [0.940, 2.365, 0.072], [2.272, 2.962, -0.181], [-3.239, 1.988, 2.298], [-0.483, 3.591, 5.661], [2.093, -1.549, 1.802], [-4.559, 2.369, 1.650], [-0.294, 3.537, -1.807], [-2.845, 1.159, -4.975], [0.816, -3.939, -3.118], [0.959, 2.831, 3.520], [4.632, -3.286, 5.751], [2.172, 4.077, -1.283], [-1.453, -1.439, 2.249], [-2.060, -0.082, -5.393], [0.183, 2.188, -1.247], [0.442, -4.057, -5.868], [3.875, -2.280, 3.254], [-2.557, -2.436, 2.394], [-2.611, 1.601, -3.488], [-2.035, 2.044, 1.307], [-1.709, 0.562, -2.897], [3.473, -3.709, 5.119], [4.112, -1.291, 0.956], [-0.764, 3.962, 4.376], [3.119, -3.239, 3.852], [5.068, -1.779, 3.891], [0.763, 4.665, -1.413], [-4.926, 1.196, 0.640], [0.825, -2.833, -5.379], [-2.368, -0.808, -3.038], [1.000, -2.760, -3.954], [-3.659, 0.506, 0.105], [5.406, -2.318, 5.108], [-2.506, 1.528, -0.088], [0.176, -5.116, -5.025], [0.685, 2.811, 5.867], [0.969, 1.601, -1.836], [-3.555, 1.651, -2.941], [1.397, -1.931, 2.489], [-1.071, 3.979, 6.494], [2.655, 3.294, 0.801], [0.324, -4.159, -6.915], [0.164, -5.941, -3.048], [-1.871, -1.557, -2.402], [5.692, -1.026, 3.390], [-0.981, 0.156, -5.519], [2.235, -3.683, 3.362], [2.830, -4.475, 5.508], [-3.949, 0.072, -0.842], [0.719, 5.481, -2.163], [-5.370, 1.700, -0.217], [6.344, -1.918, 5.614], [-2.309, 2.678, -3.425], [-3.039, 2.731, 3.087], [0.951, -1.970, -5.964], [-1.532, 2.997, 1.144], [2.514, 3.596, -2.188], [-4.517, 3.373, 1.120], [2.949, 2.241, -0.668], [-1.300, 1.307, 1.615], [-1.261, 3.855, -1.424], [-2.761, 2.001, -5.682], [2.837, 4.884, -1.083], [-1.443, -2.059, -4.569], [-5.411, 2.449, 2.348], [-3.277, 1.015, 2.760], [-3.335, -0.320, 0.739], [-1.611, 4.606, 4.140], [-2.804, 2.357, -0.786], [3.387, -0.576, -0.979], [-2.290, -0.357, -6.426], [1.019, 2.481, 6.838], [-0.418, 3.477, -2.877], [-5.545, 0.422, 1.049], [-3.363, -0.654, -2.646], [-0.071, -6.041, -5.559], [-3.938, 0.900, -5.008], [1.502, 2.538, 2.644], [-0.746, 0.623, -3.457], [0.411, 3.071, 0.691], [1.084, 1.425, 0.594], [5.200, -1.412, 0.919], [-3.141, -1.834, -4.780], [0.370, 5.143, -0.519]],
  "mulliken_charge": [0.622, -0.089, -0.086, -0.139, -0.203, 1.464, 1.554, -1.162, -0.580, -0.712, 0.237, -0.575, -0.769, -0.266, -0.525, -0.713, 0.982, -0.463, -0.140, 0.400, -0.100, -0.940, -0.046, -0.486, -1.082, -0.792, -0.995, -0.737, -0.740, -1.033, -0.789, -0.983, -1.031, 0.343, -0.068, 0.442, -1.025, 0.120, -0.554, 1.547, -0.508, 0.548, 0.993, -0.435, -0.510, 0.748, -0.876, -0.778, -0.422, -0.223, -0.631, -0.961, -1.124, -0.916, -0.615, 0.136, 0.062, -0.581, 1.033, -0.617, -0.204, 0.206, 0.280, 0.637, 0.412, 0.632, 0.472, 0.700, -0.041, 0.460, 0.170, 0.555, 0.474, 0.259, 0.472, 0.325, 0.344, 0.233, 0.431, 0.588, 0.421, 0.394, 0.285, 0.082, -0.445, 0.190, 0.363, 0.545, -0.313, 0.448, 0.170, -0.713, 0.532, 1.276, 0.615, 0.599, 0.445, 0.614, 0.478, 0.751, 0.368, 0.350, 0.443, 0.091, -0.217, 0.220, 0.530, 0.497, 0.370],
  "spin_multiplicity": 2,
  "relative_energy_kj_mol": 90.87,
  "homo_ev": [-11.70, -11.70],
  "s2": 0.7945,
  "charge": 1
}

***

- Number 2 is which compound?
  CH8N2